1.
Molecular formula: C29H81N7O8
Method: DFT, ωB97M-V with the def2-TZVPD basis set

As for the spin multiplicity: 1. The maximum force comes out at 4.2 eV Å⁻¹. The value obtained for the calculated total energy is -2138.42732 hartree. The calculation puts the HOMO-LUMO gap at 9.4 eV. As for the LUMO energy: 0.52 eV.

Geometry (Å):
O  -13.918  -19.577  -6.812
O  -8.492  -19.091  -4.729
O  -10.392  -13.369  -4.103
O  -10.817  -19.999  -3.357
O  -15.098  -22.321  -3.036
O  -11.328  -22.314  0.034
O  -7.276  -22.060  -1.603
O  -9.212  -15.500  -0.580
N  -5.378  -24.203  -0.673
N  -7.458  -15.172  2.762
N  -12.508  -25.807  0.478
N  -15.153  -22.304  -7.247
N  -11.611  -15.606  -5.449
N  -7.058  -21.327  -6.101
N  -16.390  -24.190  -5.090
C  -9.774  -15.000  2.386
C  -6.718  -24.443  -1.301
C  -13.754  -18.147  -6.950
C  -12.209  -23.404  0.252
C  -11.301  -18.742  -3.127
C  -8.200  -20.990  -1.304
C  -6.873  -20.770  -4.709
C  -14.424  -23.337  -3.792
C  -11.095  -25.185  -1.396
C  -11.189  -14.313  -6.052
C  -9.090  -16.675  -1.326
C  -7.031  -25.883  -0.834
C  -8.470  -15.670  1.858
C  -5.523  -21.357  -4.207
C  -13.881  -20.258  -8.078
C  -11.745  -21.004  0.163
C  -8.262  -15.144  0.400
C  -14.689  -25.774  -4.579
C  -15.367  -24.501  -4.070
C  -11.522  -24.812  0.114
C  -13.887  -22.619  -9.199
C  -14.325  -21.065  -2.988
C  -9.041  -18.196  -5.721
C  -12.299  -13.297  -6.217
C  -9.930  -13.851  -5.302
C  -7.062  -19.300  -4.785
C  -9.386  -13.352  -3.078
C  -7.704  -23.356  -1.088
C  -14.009  -21.807  -7.942
H  -10.721  -24.346  -1.984
H  -11.489  -15.426  -4.462
H  -13.163  -22.300  -9.949
H  -13.503  -23.617  -3.280
H  -7.317  -15.511  -0.003
H  -7.959  -20.995  -6.411
H  -9.179  -14.632  -5.181
H  -8.127  -17.034  -1.688
H  -6.571  -18.872  -5.659
H  -12.596  -15.814  -5.523
H  -7.185  -22.326  -6.178
H  -8.076  -20.695  -0.262
H  -9.539  -13.961  2.613
H  -7.523  -15.800  3.551
H  -15.089  -26.654  -4.074
H  -8.018  -23.166  -0.062
H  -9.449  -17.416  -0.612
H  -12.872  -17.884  -7.535
H  -10.891  -20.364  0.387
H  -15.903  -23.780  -5.874
H  -12.290  -20.910  1.103
H  -5.428  -21.171  -3.137
H  -8.846  -17.128  -5.627
H  -5.428  -24.446  0.306
H  -9.973  -19.869  -3.796
H  -8.716  -12.558  -3.407
H  -13.322  -25.526  -0.051
H  -15.825  -22.443  -7.988
H  -6.968  -26.057  0.240
H  -7.978  -20.100  -1.893
H  -12.255  -18.498  -3.595
H  -4.862  -23.355  -0.861
H  -9.792  -16.561  -2.151
H  -6.431  -24.463  -2.352
H  -8.037  -26.211  -1.096
H  -11.550  -18.672  -2.068
H  -13.847  -20.918  -2.019
H  -14.718  -19.872  -8.659
H  -12.572  -23.289  1.273
H  -14.970  -20.196  -3.119
H  -15.897  -24.791  -3.164
H  -13.703  -17.568  -6.028
H  -14.678  -26.001  -5.645
H  -10.590  -17.944  -3.338
H  -14.552  -17.698  -7.542
H  -8.635  -16.738  1.998
H  -13.074  -13.651  -6.897
H  -9.421  -13.058  -5.848
H  -12.380  -20.612  -0.632
H  -8.886  -14.280  -2.800
H  -4.744  -20.789  -4.715
H  -8.729  -18.513  -6.716
H  -8.041  -14.081  0.311
H  -14.849  -22.718  -9.702
H  -10.870  -14.550  -7.067
H  -15.383  -21.500  -6.681
H  -13.584  -23.628  -8.919
H  -11.852  -25.633  -2.040
H  -14.185  -22.850  -4.737
H  -10.611  -24.841  0.712
H  -6.499  -18.896  -3.944
H  -5.386  -22.428  -4.357
H  -13.552  -21.063  -3.757
H  -7.543  -21.255  -3.999
H  -16.767  -23.402  -4.584
H  -13.159  -22.055  -7.306
H  -13.650  -25.760  -4.250
H  -11.867  -12.364  -6.578
H  -10.327  -25.956  -1.334
H  -7.793  -14.315  3.177
H  -13.094  -23.309  -0.378
H  -10.109  -18.412  -5.766
H  -6.298  -26.632  -1.132
H  -12.980  -20.020  -8.643
H  -10.079  -15.515  3.297
H  -10.541  -14.961  1.612
H  -8.583  -23.662  -1.655
H  -12.153  -26.624  0.002
H  -12.813  -13.131  -5.270
H  -9.843  -12.938  -2.179
H  -9.222  -21.291  -1.533

2.
Molecular formula: C29H82N5O17P3
Method: DFT, ωB97M-V with the def2-TZVPD basis set

As for the spin multiplicity: 1. The maximum force comes out at 2.9 eV Å⁻¹. The value obtained for the calculated total energy is -3731.19911 hartree. The calculation puts the HOMO-LUMO gap at 9.0 eV. As for the LUMO energy: 0.39 eV.

Geometry (Å):
P  0.062  -1.884  0.976
P  3.725  3.817  3.110
P  -3.942  3.644  -0.044
O  -0.266  -1.043  2.286
O  0.906  -3.107  1.512
O  3.141  2.343  3.178
O  3.603  4.555  4.356
O  -3.149  3.767  1.322
O  -4.602  2.212  0.082
O  3.887  -4.060  -2.906
O  -0.764  2.717  6.332
O  2.993  4.472  1.874
O  -5.100  4.687  0.151
O  -3.186  3.867  -1.272
O  1.142  -1.002  0.260
O  -0.065  -6.634  -2.950
O  -1.094  -2.271  0.189
O  1.729  4.461  -3.432
O  5.184  3.508  2.605
O  -5.176  -0.709  -3.472
N  -0.314  3.355  -1.846
N  7.356  -4.938  -2.114
N  -1.673  -5.170  0.027
N  -2.596  0.581  6.376
N  -1.575  -0.080  -3.863
C  6.199  -3.589  -0.455
C  1.321  -6.627  -2.773
C  -0.999  -7.438  -0.367
C  -5.910  4.754  1.338
C  -5.551  1.825  -0.939
C  -0.638  -5.978  -0.642
C  -1.279  -1.620  3.156
C  -3.939  -0.064  -3.801
C  0.694  0.226  -0.365
C  5.283  -3.899  -2.854
C  2.121  -2.901  2.202
C  -2.744  -0.998  -3.836
C  -2.610  -1.878  -2.613
C  -1.953  2.775  5.584
C  -0.982  3.549  -4.258
C  2.948  3.780  0.614
C  -5.630  -1.607  -4.462
C  -2.337  1.357  5.134
C  -0.071  2.896  -3.222
C  -0.372  3.983  6.797
C  -0.738  -5.694  -2.129
C  6.333  4.102  3.205
C  1.710  2.202  3.329
C  1.400  3.102  -3.553
C  -3.649  1.365  4.374
C  5.996  -4.511  -1.653
C  -1.854  3.174  1.460
C  3.231  -3.377  -1.892
C  3.047  4.724  -3.868
H  -2.002  3.510  -3.867
H  -1.724  -2.501  -2.801
H  -3.607  1.943  3.448
H  -0.200  1.807  -3.226
H  3.507  -2.328  -1.743
H  8.056  -4.630  -1.448
H  -5.466  -1.247  -5.486
H  6.070  -4.042  0.526
H  -0.882  3.122  -5.257
H  -1.778  -5.705  -2.455
H  3.286  5.765  -3.679
H  -0.384  0.343  -0.262
H  -3.836  0.671  -3.002
H  6.716  3.471  3.997
H  -6.556  1.822  -0.518
H  5.489  -5.429  -1.341
H  -4.110  0.495  -4.731
H  2.911  -2.478  1.579
H  1.843  -5.856  -3.354
H  -2.361  -1.285  -1.737
H  -1.438  2.797  0.529
H  5.414  -2.818  -0.452
H  3.759  4.084  -3.324
H  -1.281  3.292  -1.543
H  -4.399  1.873  4.985
H  7.082  4.277  2.428
H  -1.472  0.904  4.652
H  1.987  2.511  -2.831
H  3.159  4.455  -4.925
H  -0.849  -7.680  0.685
H  1.442  1.253  3.772
H  2.528  -3.837  2.587
H  5.717  -4.306  -3.767
H  -2.757  3.228  6.176
H  -2.794  -1.583  -4.764
H  7.089  -2.964  -0.543
H  -1.636  -4.169  -0.159
H  1.528  2.958  4.109
H  -6.931  4.568  1.022
H  7.428  -5.947  -2.120
H  -0.781  4.620  -4.355
H  -2.162  -0.991  3.235
H  0.946  0.234  -1.421
H  1.981  -2.267  3.083
H  1.620  2.697  -4.550
H  -5.563  4.082  2.121
H  5.600  -2.841  -2.919
H  1.213  1.019  0.169
H  -0.380  -4.665  -2.304
H  -1.150  3.905  1.864
H  -1.621  -2.576  2.760
H  -2.035  -7.608  -0.658
H  1.666  -6.718  -1.742
H  -1.795  3.350  4.652
H  -1.541  -5.264  1.028
H  3.194  -3.858  -0.898
H  -5.362  0.774  -1.161
H  2.143  -3.385  -2.044
H  -0.253  4.667  5.944
H  6.139  5.134  3.509
H  -3.321  1.034  6.925
H  -3.981  0.346  4.186
H  1.886  3.658  0.382
H  -6.718  -1.635  -4.372
H  0.342  -5.736  -0.217
H  -0.397  -8.101  -0.992
H  1.755  -7.521  -3.244
H  -0.720  -0.627  -3.856
H  -0.768  -1.711  4.110
H  -5.786  5.761  1.734
H  -5.184  -2.593  -4.322
H  1.156  2.572  2.468
H  0.601  3.900  7.275
H  -3.407  -2.604  -2.472
H  3.295  2.746  0.647
H  3.459  4.387  -0.124
H  -1.919  2.395  2.222
H  -1.779  0.663  6.976
H  -0.079  4.340  -1.961
H  -1.587  0.449  -4.729
H  -5.415  2.444  -1.821
H  -1.097  4.455  7.470

3.
Molecular formula: C29H82N6O9
Method: DFT, ωB97M-V with the def2-TZVPD basis set

As for the spin multiplicity: 1. The maximum force comes out at 2.1 eV Å⁻¹. The value obtained for the calculated total energy is -2159.60069 hartree. The calculation puts the HOMO-LUMO gap at 9.8 eV. As for the LUMO energy: 0.48 eV.

Geometry (Å):
O  -4.782  11.581  -14.810
O  -5.908  5.344  -13.448
O  -2.997  9.586  -9.389
O  -0.615  13.796  -17.172
O  -8.495  15.434  -14.118
O  0.388  13.183  -8.192
O  -10.806  11.533  -14.057
O  -2.987  16.073  -11.298
O  -2.098  7.642  -18.680
N  0.360  9.373  -16.546
N  -1.228  15.373  -19.462
N  -5.352  10.114  -7.682
N  -1.233  11.102  -13.922
N  2.237  13.856  -10.362
N  -14.303  10.479  -14.502
C  -3.107  14.904  -18.001
C  -12.253  10.170  -15.982
C  -2.538  11.818  -13.889
C  1.361  11.976  -11.594
C  -5.509  11.477  -13.627
C  -5.004  6.433  -13.208
C  -0.828  15.195  -17.032
C  0.308  13.283  -16.280
C  -1.604  9.325  -9.432
C  -5.026  12.485  -8.254
C  -5.618  7.680  -13.839
C  1.074  12.915  -10.414
C  -3.215  10.795  -8.684
C  -2.475  6.334  -18.978
C  -3.173  14.705  -10.998
C  -1.037  7.726  -17.766
C  -12.821  10.346  -14.553
C  -10.229  12.699  -13.543
C  -0.112  12.640  -7.006
C  -4.690  11.066  -8.633
C  -1.039  10.139  -18.307
C  -2.508  13.204  -14.495
C  -0.937  9.099  -17.179
C  -12.169  11.477  -13.815
C  -3.536  10.964  -14.644
C  -1.778  15.656  -18.105
C  0.839  12.220  -9.083
C  -3.676  6.130  -13.844
C  -7.212  14.906  -14.408
H  -0.445  15.996  -19.673
H  -1.047  11.140  -17.886
H  -10.382  13.540  -14.233
H  -3.550  14.515  -9.991
H  -1.182  10.062  -10.114
H  -5.067  9.175  -7.936
H  -3.789  14.202  -11.752
H  -1.725  9.381  -16.479
H  0.183  11.352  -9.196
H  -5.075  10.923  -9.660
H  -3.652  9.930  -14.313
H  1.077  9.075  -17.207
H  -3.930  15.414  -18.498
H  -1.960  16.725  -17.996
H  0.349  12.197  -16.363
H  -9.144  12.611  -13.485
H  2.254  14.245  -9.408
H  3.082  13.274  -10.292
H  -2.698  11.877  -12.801
H  -3.806  6.074  -14.933
H  1.347  13.590  -16.522
H  -14.668  9.787  -15.153
H  -3.435  14.793  -16.956
H  -6.839  14.137  -13.721
H  -1.611  5.749  -19.344
H  -5.801  5.046  -14.356
H  -4.935  12.006  -12.856
H  2.387  11.609  -11.530
H  -4.512  13.222  -8.871
H  -6.358  10.179  -7.809
H  -0.319  9.999  -19.114
H  -3.525  13.608  -14.560
H  -3.015  13.880  -18.363
H  -3.268  5.148  -13.591
H  1.825  11.852  -8.742
H  -2.071  16.291  -11.110
H  -6.501  8.010  -13.283
H  -1.067  6.950  -16.984
H  -0.520  11.699  -13.525
H  0.608  11.929  -6.594
H  -6.528  11.828  -13.760
H  -1.196  9.214  -8.420
H  -6.421  15.675  -14.377
H  0.187  13.511  -10.647
H  -1.498  8.311  -9.828
H  -2.237  14.133  -11.100
H  -6.107  12.654  -8.260
H  0.586  8.878  -15.686
H  -2.274  13.165  -15.567
H  -12.415  11.379  -12.740
H  -11.169  10.056  -15.949
H  -3.089  10.950  -15.649
H  -14.560  11.379  -14.904
H  -0.108  7.538  -18.342
H  -12.482  11.044  -16.603
H  -7.223  14.544  -15.433
H  -3.127  6.373  -19.852
H  -12.714  12.413  -14.068
H  -5.920  7.585  -14.879
H  -1.209  15.394  -16.013
H  -2.938  6.898  -13.606
H  -5.627  10.435  -13.295
H  -12.663  9.272  -16.448
H  -2.727  11.586  -9.282
H  -0.986  10.860  -14.878
H  -0.386  13.466  -6.358
H  1.312  12.590  -12.496
H  -10.653  12.946  -12.565
H  0.676  11.133  -11.680
H  -1.057  12.103  -7.197
H  -4.890  8.487  -13.691
H  -5.006  6.544  -12.137
H  -2.013  9.999  -18.791
H  -8.540  15.800  -13.231
H  -12.541  9.389  -14.087
H  0.208  13.554  -15.221
H  0.140  15.728  -17.089
H  -0.738  14.476  -19.396
H  -4.780  12.682  -7.201
H  -2.957  5.832  -18.138
H  -1.791  13.851  -13.995
H  -2.815  10.741  -7.662